Molecular formula: C22H29Cl2F7NO13P2S
Method: DFT, ωB97M-V with the def2-TZVPD basis set

Each line ends with the Mulliken charge.
Positions of all 77 atoms, in Å:
C -4.586 -2.408 -2.223  0.068
H -3.075 2.807 6.698  0.290
O 2.499 4.102 -2.722  -0.231
C 2.467 5.572 -4.466  -0.460
O -0.665 0.083 3.716  -0.612
H 1.778 2.227 0.952  0.387
O -5.067 -0.205 -1.873  -0.298
H -2.493 -1.697 3.293  0.335
H -6.144 -1.634 -0.873  0.149
H 3.745 3.785 -4.315  0.318
C -3.245 3.293 5.740  -0.448
H 1.569 -2.212 3.172  0.212
C 1.208 -5.459 -0.547  -0.106
Cl 4.044 1.019 -2.139  -0.206
C 3.657 -0.322 -1.044  -0.033
C 1.224 4.160 -3.218  0.611
C -0.222 -0.971 1.191  1.187
P 2.178 -0.123 0.204  1.324
O 0.287 3.600 -2.771  -0.428
C -1.674 -0.468 0.860  -1.847
O 1.185 4.965 -4.320  -0.356
O -5.463 0.336 -4.031  -0.514
N 0.801 -2.034 3.808  -1.034
O -2.691 3.192 3.531  -0.301
H 1.510 1.792 -1.310  0.221
C -3.147 2.346 4.569  0.515
C 4.421 -1.414 -1.201  0.374
C -5.200 -0.471 -3.206  0.616
C -0.429 -2.240 -1.168  0.795
O 1.586 -1.705 -0.136  -0.337
F -4.362 1.838 4.228  -0.335
S 3.360 -0.819 1.945  -0.453
H 0.696 -3.457 1.854  0.489
C 0.175 -3.455 0.892  -0.139
O -1.250 4.935 3.538  -0.492
F -4.323 -1.382 -0.090  -0.136
C 0.297 -2.079 0.202  0.018
H 4.774 -2.595 0.566  0.298
F 0.797 -1.703 -3.167  -0.273
H -2.229 -1.350 0.548  0.693
H -3.498 -2.464 -2.201  -0.008
H -2.439 1.526 4.707  0.228
H 1.295 0.244 -2.193  0.357
C 0.533 -2.708 -2.330  0.317
H -0.859 -3.690 1.139  0.539
O -5.014 -1.792 -3.445  -0.360
H -5.001 -3.408 -2.129  0.281
F 4.399 5.257 -3.125  -0.304
O 0.661 0.105 1.185  -0.412
H -2.198 -0.080 1.732  0.343
C 4.349 -2.698 -0.430  -1.237
F -0.159 -3.640 -3.072  -0.380
F -1.010 -1.096 -1.629  -0.319
H 2.461 6.558 -3.997  0.278
H 2.731 5.673 -5.516  0.262
H 3.099 1.589 1.864  0.511
C -1.971 4.199 4.113  0.639
H 1.840 -6.153 -1.049  0.459
H -1.683 0.213 0.016  0.243
H 0.171 0.785 -0.996  0.217
F -1.476 -3.115 -1.091  -0.454
H 3.439 2.108 0.231  0.248
H 4.998 -3.423 -0.933  0.493
C -5.116 -1.442 -1.190  0.192
P -0.351 -1.357 3.016  1.246
C 3.359 4.612 -3.716  0.301
C 2.682 1.630 0.853  -1.538
O -2.208 4.232 5.452  -0.330
O -1.714 -2.257 3.184  -0.557
C 0.810 -4.563 0.151  -1.436
H 3.154 -2.157 1.975  0.043
C 1.234 0.749 -1.228  -1.461
Cl 5.720 -1.456 -2.419  -0.270
H 3.365 -3.158 -0.410  0.212
H -4.208 3.806 5.761  0.271
H 1.427 -3.210 -1.979  0.148
H -0.821 0.734 3.014  0.375

The calculation puts the HOMO energy at -5.22 eV. The total energy is -4588.99318 a.u. For the orbital gap, the calculation gives 7.3 eV. The charge is -1. Its relative energy (zero: lowest compared OMol25 entry of this formula, charge and spin) is 0.0 kcal/mol. The calculation puts the lowest unoccupied orbital energy at 2.127 eV.

---

Molecular formula: C11H14N6O3S2
Method: DFT, ωB97M-V with the def2-TZVPD basis set

Each line ends with the natural charge from an NBO analysis.
Positions of all 36 atoms, in Å:
C -2.814 1.781 -1.173  0.770
H -5.265 2.374 -0.402  0.195
H 1.753 1.488 0.647  0.218
C -1.199 -0.145 -0.558  0.245
N 0.770 -2.400 2.530  -0.061
H -1.207 -1.441 1.109  0.246
O -3.185 2.563 -2.015  -0.600
O 2.694 -2.330 -3.813  -0.553
N 1.236 -1.346 3.053  -0.068
C -1.721 0.837 -1.371  -0.390
C 1.952 -1.518 1.025  0.170
H 1.081 -0.598 -4.071  0.424
N 2.002 -0.743 2.139  -0.207
H 0.883 1.723 2.171  0.217
N 1.070 -0.959 -3.123  -0.625
H -4.765 2.377 1.319  0.197
O -3.364 1.686 0.048  -0.506
C 2.663 0.514 2.345  -0.220
H -2.745 -0.598 0.824  0.241
H 1.156 -2.733 -1.066  0.307
C -4.449 2.569 0.297  -0.259
H 2.814 -3.313 -1.474  0.257
C -1.663 -0.503 0.806  -0.655
C 2.006 -1.951 -2.899  0.678
C 2.123 -2.471 -1.493  -0.625
N 1.182 -2.556 1.281  -0.339
H 2.391 2.593 1.869  0.222
C 1.868 1.654 1.716  -0.615
S -0.886 0.876 -2.897  0.416
H 3.661 0.454 1.901  0.214
H -1.392 0.277 1.517  0.232
C 0.108 -0.442 -2.305  0.275
S 2.795 -1.143 -0.433  0.293
N -0.173 -0.836 -1.107  -0.522
H 2.747 0.652 3.425  0.234
H -4.129 3.606 0.180  0.195

The calculation puts the HOMO energy at -8.94 eV. The total energy is -1778.20853 a.u. For the orbital gap, the calculation gives 8.9 eV. The charge is 0. Its relative energy (zero: lowest compared OMol25 entry of this formula, charge and spin) is 3.9 kcal/mol. As for the structure (SMILES): CCn1nnnc1SCC(=O)Nc1nc(C)c(C(=O)OC)s1. The calculation puts the lowest unoccupied orbital energy at -0.029 eV.